No. 1
A 2-piece molecular cluster, C5H13P overall, computed with the ωB97M-V functional and the def2-TZVPD basis.

```
19
Properties=species:S:1:pos:R:3:forces:R:3
C 0.7638 1.3799 -0.7497 0.863 -0.142 -3.055
C 1.6684 -0.2637 0.9752 -0.314 1.801 -0.257
C -0.6747 -1.6239 -0.7533 1.579 1.902 1.406
C 0.3841 0.5125 0.4752 0.523 0.136 -0.032
C -0.7600 -0.4205 0.2185 -1.700 1.718 -3.364
P -2.5861 0.3061 0.3265 2.505 0.598 -1.093
H 1.1712 0.7437 -1.6880 -1.198 1.124 2.037
H 1.6647 1.9376 -0.4769 -0.124 0.153 0.103
H 0.0373 2.1744 -1.1850 0.746 -1.670 1.051
H 1.7228 -1.2972 0.6932 -0.053 -0.415 -0.221
H 1.7273 -0.1554 2.0456 -0.064 -0.373 0.463
H 2.5412 0.2868 0.6004 -0.046 -0.407 -0.067
H -0.0694 -2.3410 -0.1769 0.138 -0.282 -0.677
H -1.6603 -2.0117 -0.7860 -0.831 -0.617 -0.684
H -0.2111 -1.3645 -1.7633 -0.657 -0.520 1.264
H 0.1654 1.3160 1.2241 -0.292 -1.017 -0.122
H -1.0012 -1.0278 1.9223 -0.406 -0.619 2.080
H -2.7289 0.0725 -1.1297 -0.067 0.449 1.156
H -2.1545 1.7762 0.2278 -0.601 -1.819 0.011
```
Forces are in eV/Å.

Summary:
Net charge ... 0
Spin multiplicity ... 3
Molar mass ... 104.13 Da
Calculated total energy ... -539.39516 Ha
E_LUMO (alpha / beta) ... 0.996 / -1.673 eV
F_max ... 0.0806 Eh/bohr
Relative energy (zero: lowest compared OMol25 entry of this formula, charge and spin) ... 86.8 kcal/mol
Kohn-Sham gap (alpha / beta) ... 7.2 / 7.9 eV

***

No. 2
One molecule with the formula C2H3F2IO, computed with the ωB97M-V functional and the def2-TZVPD basis.

```
9
Properties=species:S:1:pos:R:3:forces:R:3
C -0.2925 -0.3030 -0.1541 -1.875 0.849 -1.107
C -1.5826 -0.9426 -0.8471 1.694 1.284 1.541
O 0.6796 -0.1009 -1.1423 -0.830 4.368 -1.030
F -1.8128 -0.1538 -1.9071 -0.457 -0.279 -0.656
F -1.2598 -2.1719 -1.2172 -0.199 -0.642 -0.728
I -3.3854 -1.0092 0.3310 0.262 0.032 0.036
H 0.1769 -0.9436 0.5095 0.153 -1.468 1.773
H -0.5987 0.6546 0.3071 0.072 -0.594 0.088
H 0.4830 0.9130 -1.3822 1.180 -3.549 0.083
```
Forces are in eV/Å.

Summary:
Net charge ... 0
Molar mass ... 207.94 Da
Calculated total energy ... -650.64127 Ha
E_LUMO ... 0.257 eV
F_max ... 0.0887 Eh/bohr
Relative energy (zero: lowest compared OMol25 entry of this formula, charge and spin) ... 26.0 kcal/mol
Kohn-Sham gap ... 10.4 eV

***

No. 3
A 7-piece molecular cluster, H15NO6 overall, computed with the ωB97M-V functional and the def2-TZVPD basis.

```
22
Properties=species:S:1:pos:R:3:forces:R:3
N -3.1764 2.0029 -2.3236 -1.673 -1.086 2.713
H -2.5633 1.8352 -1.5033 0.563 0.582 -0.526
H -3.8747 2.7429 -2.1227 0.614 0.359 -0.863
H -3.6323 1.1055 -2.5529 0.355 0.191 -1.079
H 0.0356 0.5755 -2.6205 0.796 0.708 0.609
H -0.7462 1.3242 -1.6216 -0.326 0.168 0.506
O 0.1430 1.3048 -1.9578 -0.273 -0.963 -1.509
H 0.3848 0.5746 1.9523 -0.571 0.158 0.027
H 1.2070 1.1414 3.1508 -0.208 -0.009 0.019
O 1.2573 0.6373 2.3359 1.063 -0.151 0.187
H 1.6774 -1.7524 -0.3198 0.744 0.071 0.235
H 1.7176 -1.1826 1.1523 0.530 -0.120 0.053
O 1.1603 -1.5282 0.4530 -1.160 -0.024 -0.528
H -1.7470 -2.8413 -0.1338 -0.173 -0.465 0.977
H -0.3040 -2.2365 -0.3691 0.190 -0.163 1.005
O -1.1423 -2.4827 -0.7598 -0.268 0.843 -1.809
H 3.4434 -0.4754 2.2567 0.407 -0.555 -0.067
H 4.5930 -1.5379 2.1613 0.257 0.117 0.155
O 3.6846 -1.3613 1.9245 -0.718 0.600 -0.042
H -1.0818 0.0326 0.2593 0.217 -0.048 0.420
H -0.1530 1.2004 0.0307 0.294 -0.127 0.502
O -0.8830 0.9211 0.6083 -0.659 -0.087 -0.985
```
Forces are in eV/Å.

Summary:
Net charge ... +1
Spin multiplicity ... 2
Molar mass ... 125.12 Da
Calculated total energy ... -514.79316 Ha
E_LUMO (alpha / beta) ... -4.663 / -10.904 eV
F_max ... 0.0655 Eh/bohr
Relative energy (zero: lowest compared OMol25 entry of this formula, charge and spin) ... 31.8 kcal/mol
Kohn-Sham gap (alpha / beta) ... 9.0 / 2.7 eV

***

No. 4
A 2-piece molecular cluster, C5H13N3O overall, computed with the ωB97M-V functional and the def2-TZVPD basis.

```
22
Properties=species:S:1:pos:R:3:forces:R:3
C -1.5352 -0.0461 0.7995 0.501 0.093 -0.158
C -1.1617 1.8769 -0.8879 -0.034 -0.331 0.014
C -0.8906 -0.9399 1.8420 0.141 -0.281 0.275
C -0.6959 1.1332 0.3399 1.140 0.912 0.787
N 0.3396 1.5464 1.0095 -1.254 -0.415 -0.649
H 0.6985 2.4151 0.5898 -0.122 -0.386 0.046
H -2.4675 0.3660 1.2018 -0.015 0.090 -0.177
H -1.7964 -0.6472 -0.0788 -0.074 0.169 0.045
H -0.3344 2.4336 -1.3368 -0.164 -0.022 0.087
H -1.5456 1.1689 -1.6274 -0.052 0.181 0.030
H -1.9565 2.5720 -0.6069 -0.047 -0.038 -0.120
H -1.6319 -1.6319 2.2544 0.057 0.116 -0.049
H -0.4632 -0.3659 2.6694 -0.078 -0.030 -0.149
H -0.0946 -1.5450 1.4002 -0.069 0.172 0.072
N 1.1151 -2.1988 -1.5831 -0.074 -1.653 0.727
C 1.9572 -0.2105 -1.0317 -0.365 -0.082 -1.244
O 1.9333 -0.5775 0.2624 0.204 -0.309 0.541
N 1.6017 -1.0001 -1.9920 1.097 2.351 0.963
H 1.8068 0.2094 0.8341 -0.209 -0.349 -0.230
H 1.3835 -2.9405 -2.2281 -0.171 0.440 0.051
H 1.4470 -2.4427 -0.6444 -0.242 -0.052 -0.320
H 2.2905 0.8245 -1.1858 -0.173 -0.576 -0.543
```
Forces are in eV/Å.

Summary:
Net charge ... 0
Molar mass ... 131.18 Da
Calculated total energy ... -437.77105 Ha
E_LUMO ... 0.949 eV
F_max ... 0.0538 Eh/bohr
Relative energy (zero: lowest compared OMol25 entry of this formula, charge and spin) ... 52.1 kcal/mol
Kohn-Sham gap ... 9.2 eV

***

No. 5
C26H28Cl2N7O2SSiW as an isolated structure, computed with the ωB97M-V functional and the def2-TZVPD basis.

```
68
Properties=species:S:1:pos:R:3:forces:R:3
W 0.4295 -1.3648 -0.6277 -0.306 -0.213 -0.383
O -3.7206 0.3730 2.5151 -0.031 0.032 0.034
C -2.7260 1.2453 2.7144 0.035 -0.012 -0.013
C -3.0472 2.4447 3.3536 -0.009 0.019 0.018
C -2.0776 3.3961 3.5796 -0.009 -0.012 -0.002
C -0.7554 3.1871 3.1763 0.033 -0.010 -0.004
C -0.4271 2.0104 2.5468 -0.032 0.012 -0.004
C -1.3960 1.0215 2.3071 0.053 0.020 0.067
C -1.0094 -0.1645 1.5609 0.141 0.047 -0.046
O 0.2209 -0.2911 1.1478 0.064 0.092 0.005
N -1.8945 -1.0943 1.2762 -0.122 -0.044 0.045
N -1.3273 -1.9857 0.4232 0.298 -0.059 -0.127
C -1.8842 -3.1284 0.2136 -0.030 -0.023 -0.011
C -1.0911 -4.0360 -0.5769 0.022 -0.027 0.033
C -1.4760 -5.3310 -0.8843 -0.100 0.013 0.058
C -0.5994 -6.1463 -1.5735 0.102 0.017 -0.036
C 0.6419 -5.6376 -1.9343 -0.090 -0.046 0.029
C 0.9526 -4.3326 -1.6172 0.057 0.019 -0.025
N 0.1111 -3.5296 -0.9453 -0.011 -0.063 -0.117
H -3.3769 -0.4011 2.0280 0.004 -0.023 -0.018
H -4.0736 2.5989 3.6570 0.003 0.002 -0.001
H -2.3480 4.3193 4.0756 -0.003 -0.001 0.000
H -0.0017 3.9409 3.3562 -0.006 0.002 0.002
H 0.5846 1.8282 2.2087 0.005 0.003 -0.002
H -2.8287 -3.3904 0.6729 -0.001 0.003 -0.006
H -2.4525 -5.6775 -0.5754 0.010 -0.017 -0.010
H -0.8738 -7.1607 -1.8279 -0.013 0.002 0.004
H 1.3594 -6.2342 -2.4780 0.005 0.004 0.000
H 1.8887 -3.8981 -1.9344 -0.009 0.018 0.014
C -2.8404 3.0909 -0.9811 -0.010 -0.006 0.039
Si -1.3494 3.7246 -1.9026 0.050 -0.014 -0.007
C -0.9510 5.4357 -1.2674 0.030 0.025 -0.031
C -1.6081 3.7184 -3.7455 -0.044 -0.023 -0.014
C 0.1971 2.6668 -1.5269 0.034 0.101 0.012
C 1.4139 3.2889 -1.2742 -0.074 -0.056 0.065
C 2.5451 2.5726 -0.8760 -0.022 0.035 -0.013
C 2.4416 1.2133 -0.7391 0.110 -0.076 -0.044
N 1.3047 0.5738 -1.0469 -0.228 0.208 0.000
C 0.2093 1.2728 -1.4191 0.028 -0.088 -0.021
S -1.1450 0.1871 -1.6265 -0.106 0.183 0.019
H -3.6388 3.8317 -1.0770 -0.001 -0.004 0.013
H -2.6290 2.9685 0.0849 0.000 -0.017 -0.005
H -3.2151 2.1448 -1.3684 -0.006 0.002 0.013
H -1.8553 6.0475 -1.2894 0.004 0.004 -0.007
H -0.1996 5.9507 -1.8692 0.008 -0.001 0.012
H -0.6021 5.4016 -0.2324 -0.018 0.019 -0.002
H -2.4257 4.3897 -4.0172 -0.001 -0.018 -0.020
H -1.8598 2.7181 -4.1040 0.001 0.007 -0.011
H -0.7111 4.0488 -4.2722 -0.004 0.009 0.000
H 1.4810 4.3674 -1.3499 0.029 -0.001 0.005
H 3.4777 3.0710 -0.6557 0.004 -0.007 0.000
H 3.2664 0.6081 -0.3892 -0.007 -0.002 0.003
Cl 2.0341 -1.7425 5.2597 0.010 0.001 -0.021
C 1.2044 -1.5122 3.7308 0.054 0.041 0.105
Cl 0.6719 -3.0742 3.0346 -0.074 -0.009 0.024
H 1.8749 -1.0443 3.0205 -0.023 0.001 -0.012
H 0.3205 -0.9057 3.8875 -0.031 -0.034 0.008
N 2.8699 -2.9015 0.6692 0.052 0.111 0.138
C 4.1304 -3.3131 0.4927 0.039 0.003 -0.035
C 4.6118 -2.6923 -0.6420 -0.014 0.015 0.028
C 3.5575 -1.9022 -1.0951 0.052 -0.062 -0.049
N 2.5000 -2.0245 -0.2853 0.086 -0.148 0.109
H 2.2336 -3.1237 1.4293 -0.024 -0.009 -0.023
H 4.5922 -4.0056 1.1764 -0.017 -0.001 0.008
H 5.5863 -2.7991 -1.0833 -0.002 0.003 0.002
H 3.4982 -1.2892 -1.9798 -0.044 0.003 0.007
N 1.2546 -1.8700 -3.8008 0.057 0.024 0.017
C 0.9515 -1.6544 -2.7076 0.046 0.030 0.185
```
Forces are in eV/Å.

Summary:
Net charge ... +1
Spin multiplicity ... 3
Molar mass ... 785.46 Da
Calculated total energy ... -3216.41048 Ha
E_LUMO (alpha / beta) ... -3.747 / -4.771 eV
F_max ... 0.0104 Eh/bohr
Relative energy (zero: lowest compared OMol25 entry of this formula, charge and spin) ... 13.4 kcal/mol
Kohn-Sham gap (alpha / beta) ... 6.8 / 6.2 eV

***

No. 6
A 3-piece molecular cluster, C15H33Br3ClN3O4 overall, computed with the ωB97M-V functional and the def2-TZVPD basis.

```
59
Properties=species:S:1:pos:R:3:forces:R:3
C 1.1764 2.3509 0.9333 0.177 0.283 0.003
C 0.6911 2.0068 2.3258 -0.086 -0.192 -0.251
Cl -0.0260 3.4492 3.1195 -0.018 0.188 0.071
C -0.2778 0.8049 2.4533 0.650 0.036 -0.181
N -0.5046 0.1032 1.1697 -1.426 -0.306 0.978
C -0.6568 -1.2973 1.3814 0.821 -1.232 -1.268
O -0.1944 -2.1474 0.6572 -0.533 1.148 1.028
O -1.3926 -1.5771 2.5101 0.549 0.398 -0.059
Br -0.7508 -3.0081 3.4385 -0.113 -0.212 0.020
C -1.5578 0.6688 0.2912 0.340 0.192 -0.241
Br -2.9929 -0.6045 -0.1681 0.124 0.036 -0.022
C -2.1990 1.9519 0.8263 -1.056 -0.370 -0.489
C -3.3368 1.7518 1.8330 0.670 0.644 0.319
Br -2.9271 2.8921 -0.7508 0.213 0.112 0.092
H 1.4405 1.4600 0.3787 0.026 -0.274 -0.028
H 0.4644 2.9238 0.3511 -0.287 0.022 -0.083
H 2.0663 2.9638 1.0204 0.138 0.155 -0.011
H 1.5689 1.7911 2.9172 0.110 -0.058 0.247
H 0.2389 0.1057 3.0993 -0.010 -0.267 0.057
H -1.1799 1.0695 2.9864 -0.251 0.181 -0.028
H -1.1171 0.8689 -0.6734 0.117 -0.004 -0.195
H -1.4865 2.6535 1.2171 0.420 0.027 -0.004
H -3.2804 0.7850 2.3139 -0.140 -0.312 -0.023
H -3.2157 2.5035 2.6092 -0.072 0.125 0.152
H -4.2995 1.9215 1.3810 -0.299 -0.313 -0.125
C 4.2225 -7.3246 2.6227 0.013 -0.110 0.020
C 4.1458 -6.3538 3.7964 0.007 0.039 -0.206
C 2.7402 -5.7905 4.0469 0.026 0.001 0.184
O 2.3320 -4.7892 3.1369 -0.115 -0.047 -0.034
C 1.8086 -5.2611 1.9062 -0.009 0.193 -0.057
N 5.1440 -5.2979 3.6080 -0.119 0.046 0.123
H 4.2101 -6.8055 1.6650 -0.035 0.050 0.003
H 5.1514 -7.8916 2.6679 0.035 0.034 0.002
H 3.3928 -8.0338 2.6397 -0.012 0.012 -0.007
H 4.4203 -6.9093 4.6980 -0.036 0.018 0.054
H 2.7402 -5.3069 5.0275 0.006 0.045 -0.015
H 1.9945 -6.5962 4.0841 0.036 -0.048 -0.062
H 1.2480 -6.1905 2.0428 0.036 -0.048 -0.002
H 2.5970 -5.4134 1.1657 -0.014 -0.110 0.007
H 1.1311 -4.4984 1.5236 0.009 0.017 0.019
H 5.1811 -4.7165 4.4399 0.077 -0.046 0.028
H 4.8040 -4.6766 2.8796 0.047 -0.022 -0.073
C -0.6181 4.7119 -6.1669 0.075 -0.058 -0.069
C -1.0004 4.0111 -4.8672 -0.075 0.200 -0.094
C -2.4102 3.4041 -4.8761 0.070 -0.181 0.104
O -3.4552 4.3431 -4.7202 -0.039 0.013 -0.080
C -3.8504 5.0160 -5.8998 -0.066 0.052 0.124
N -0.8125 4.9409 -3.7500 -0.069 -0.167 0.037
H -1.0911 5.6895 -6.2552 -0.055 0.002 0.026
H 0.4586 4.8731 -6.2014 0.009 0.026 0.040
H -0.8982 4.1148 -7.0369 -0.016 0.004 0.001
H -0.3043 3.1784 -4.7290 -0.034 -0.053 0.039
H -2.4929 2.7352 -4.0160 -0.037 0.024 0.041
H -2.5774 2.7940 -5.7740 0.044 0.067 -0.061
H -3.7777 4.3647 -6.7755 0.039 0.000 -0.022
H -3.2572 5.9184 -6.0672 0.029 -0.030 -0.093
H -4.8905 5.3149 -5.7733 -0.006 -0.023 0.022
H -0.9623 4.4421 -2.8777 0.078 -0.004 0.048
H -1.5745 5.6120 -3.7860 0.042 0.096 -0.007
```
Forces are in eV/Å.

Summary:
Net charge ... 0
Molar mass ... 594.61 Da
Calculated total energy ... -9238.69827 Ha
E_LUMO ... -0.896 eV
F_max ... 0.0379 Eh/bohr
Kohn-Sham gap ... 8.3 eV